Below is a molecular structure, C55H38ClKN10P in a non-equilibrium geometry, with properties calculated with the ωB97M-V functional and the def2-TZVPD basis.

Summary:
Net charge: -1
Gap between HOMO and LUMO (alpha / beta) in eV: 4.9 / 5.0
Strongest force on any atom in eV Å⁻¹: 4.2
LUMO energy (alpha / beta) in eV: 1.63 / 1.69
Energy in Eh: -4067.834623
HOMO energy (alpha / beta) in eV: -3.240 / -3.318

```
106
Properties=species:S:1:pos:R:3:forces:R:3
K -2.295878 -11.814590 21.113222 0.66 -0.23 0.78
C 4.652228 -9.625979 21.546114 0.82 1.66 0.74
C 4.354217 -9.029395 20.285471 -0.80 -0.89 -0.03
C 3.186720 -9.442215 19.630323 0.57 1.12 -0.49
C 2.281719 -10.309221 20.245875 -0.01 -1.05 0.38
C 0.976554 -10.832528 19.827747 0.61 -0.52 1.59
N 0.393597 -10.431204 18.731053 -1.07 -1.23 -1.07
C -0.642433 -11.137823 18.266019 -2.45 -0.37 -1.81
C -1.227050 -10.886521 16.899948 -0.66 -0.65 1.02
C -0.935764 -9.949332 15.930730 -0.25 -0.48 0.50
C -1.672030 -9.953689 14.775335 -0.60 -0.23 -0.98
C -2.734472 -10.888942 14.593536 0.52 1.35 -1.16
C -2.967746 -11.862768 15.505380 -1.37 -1.41 1.19
C -2.274478 -11.834521 16.698592 2.12 0.80 0.21
C -2.267132 -12.645925 17.895596 -0.81 -0.76 -0.12
N -3.056415 -13.782867 17.948256 0.80 1.33 0.00
C -3.082929 -14.561207 18.985330 0.01 -2.23 1.65
N -2.556742 -14.397768 20.253006 -0.01 0.25 -0.28
C -2.616610 -15.552068 20.949222 1.48 2.01 0.55
N -2.065539 -15.767847 22.171604 -0.20 -0.36 -0.38
C -1.164631 -14.979823 22.753839 -0.02 0.85 1.01
N -0.621795 -13.844535 22.277429 0.32 0.46 0.10
C 0.305151 -13.369263 23.155798 1.77 0.78 -0.70
N 1.293261 -12.419789 22.953926 -2.33 -1.57 0.20
C 1.362006 -11.735961 21.802232 0.35 -1.02 -0.88
N 0.505430 -11.754586 20.734923 0.58 1.49 0.81
C 2.557410 -10.958015 21.474209 2.16 2.40 -0.43
C 3.823925 -10.566731 22.095226 -2.80 -0.86 0.31
C 0.329452 -14.207996 24.373864 -0.21 -0.39 -1.33
C 1.133309 -14.251840 25.468878 0.77 0.49 1.11
C 0.885836 -15.157774 26.487160 -1.57 -0.87 -1.28
C -0.096590 -16.166048 26.269284 0.23 1.67 0.87
C -0.855117 -16.194377 25.094970 0.20 -0.06 0.28
C -0.600539 -15.213890 24.159204 -0.84 -0.36 -1.34
C -3.272294 -16.570713 20.177486 -0.37 -0.08 -0.76
C -3.484217 -17.895388 20.486296 -1.00 -0.97 -1.16
C -4.187642 -18.693779 19.554964 -0.21 1.75 -1.01
C -4.542329 -18.083381 18.294365 0.00 -1.77 1.21
C -4.247985 -16.782281 17.996468 0.69 0.88 0.10
C -3.619567 -15.987833 18.947328 0.11 0.17 0.25
N -1.406465 -12.180940 18.795219 1.56 0.32 -0.01
H 5.414870 -9.182435 22.286617 -0.81 -0.81 -1.68
H 4.937442 -8.258369 19.775316 0.15 -0.33 0.54
H 2.985288 -8.963087 18.646081 -0.19 -0.61 0.81
H -0.198010 -9.237414 16.191136 0.85 0.72 -0.30
H -1.382146 -9.285018 13.957617 -0.46 -0.03 0.34
H -3.420733 -10.791263 13.749221 0.53 -0.10 -0.07
H -3.749782 -12.645024 15.413789 0.45 0.71 -0.24
H 3.964198 -10.863577 23.122924 0.32 -0.31 0.08
H 1.945917 -13.566244 25.564307 0.28 0.67 0.10
H 1.275006 -15.012506 27.473688 0.62 -0.24 0.23
H -0.337509 -16.658124 27.197148 -0.35 -0.92 -0.26
H -1.668171 -16.879742 24.887423 0.19 -0.28 0.23
H -3.079689 -18.265195 21.399172 -0.01 -0.37 0.65
H -4.558928 -19.699061 19.734026 0.50 0.05 0.18
H -5.020453 -18.695443 17.523381 0.05 0.11 0.36
H -4.432376 -16.391462 17.019718 -0.26 0.25 -0.50
Cl -4.821272 -11.359708 19.628200 -0.29 0.24 -0.20
C -5.652526 -12.893849 19.747023 -0.39 1.22 0.86
C -6.180876 -13.384495 18.579028 0.73 0.77 0.16
C -6.836056 -14.569793 18.616679 -0.47 -1.86 0.00
C -6.947312 -15.261957 19.845069 -0.06 -0.05 -0.81
C -6.430133 -14.689740 20.987654 -0.50 -1.20 1.12
C -5.867693 -13.453838 21.008071 1.37 1.61 -0.58
P -5.200375 -12.558194 22.500607 0.18 -1.17 -0.34
C -5.542783 -13.762471 23.855751 -1.74 1.07 0.76
C -4.770023 -14.882815 23.954393 1.07 -1.16 1.19
C -4.900467 -15.728532 25.064149 -0.21 -0.26 0.43
C -5.778141 -15.460685 26.126245 0.04 0.46 -0.50
C -6.568948 -14.278520 26.074958 0.95 -0.78 -2.54
C -6.517951 -13.506650 24.887090 0.90 -0.10 -0.49
C -6.406482 -11.220234 22.679631 -1.45 -0.32 -0.97
C -5.952808 -10.062402 23.230224 -0.51 1.85 2.56
C -6.857864 -8.972350 23.471596 1.32 -1.22 -1.35
C -8.106730 -9.032128 22.870203 -0.04 1.87 1.87
C -8.576716 -10.125088 22.218852 1.23 -1.49 0.03
C -7.724991 -11.237006 22.177008 0.34 1.54 0.16
H -5.980971 -12.830975 17.679726 -0.05 -0.08 -0.33
H -7.091235 -14.995400 17.636622 -0.37 -0.09 0.71
H -7.390190 -16.251876 19.951327 0.11 0.22 -0.41
H -6.394063 -15.214593 21.941597 -0.53 -0.23 -0.28
H -3.929690 -15.177278 23.329545 -0.34 0.48 -0.55
H -4.238745 -16.608615 25.074171 -0.49 0.38 0.20
H -5.848526 -16.191405 26.946470 0.02 0.64 -0.27
H -7.281106 -14.041291 26.815197 -0.62 0.18 0.83
H -7.187493 -12.662803 24.650736 0.27 -0.41 0.78
H -4.996858 -10.096548 23.769898 -0.08 0.40 -0.62
H -6.504439 -8.080192 23.976821 -0.16 -0.14 0.08
H -8.818758 -8.241056 23.095468 0.22 0.24 -0.32
H -9.571711 -10.064178 21.828893 -0.31 -0.54 -0.33
H -8.036732 -12.082733 21.682001 -0.78 -1.97 -0.98
C 1.362826 -7.292479 21.952206 0.81 0.03 0.69
C -0.038921 -7.722663 21.852106 -1.06 -0.78 -0.09
C -1.164533 -7.172036 21.251335 2.52 3.27 0.47
C -2.195809 -8.053093 21.439365 -1.22 -0.55 -0.44
N -1.750769 -9.140769 22.050130 -1.58 -0.54 -0.16
N -0.466297 -8.928714 22.340991 0.22 0.91 -0.80
C -3.609514 -7.809667 20.957528 -0.98 0.42 0.87
H 1.711163 -7.036565 22.980244 -0.49 -0.14 -0.60
H 1.560211 -6.454737 21.304989 -0.05 0.42 -0.18
H 2.004768 -8.092531 21.601115 0.23 -0.21 -0.01
H -1.141525 -6.084493 20.934112 -0.42 -1.68 0.05
H 0.076204 -9.771552 22.379240 0.57 -0.23 0.47
H -4.139701 -8.723383 20.629628 0.44 0.41 -0.04
H -3.660166 -7.008769 20.174667 0.29 -0.95 0.51
H -4.251504 -7.406393 21.799839 0.71 -0.43 -0.70
```
Forces are in eV/Å.